The following is a quantum chemistry calculation of a molecular structure, C27H36Br48F5NO3PS in a non-equilibrium geometry, from the Open Molecules 2025 dataset.

Geometry as XYZ:
```
122
Properties=species:S:1:pos:R:3:forces:R:3:lowdin_charge:R:1
Br -2.413476 -6.498073 -1.833209 -0.54 0.26 -0.31 0.5553
Br 6.886516 -2.982948 -0.928058 0.08 -0.39 -0.21 0.5377
C -2.215379 -3.029623 -6.148765 -0.26 -0.18 -0.53 -1.5512
C -0.584880 -2.262084 -2.073504 -1.51 0.17 -0.38 -0.1403
H -4.535853 -5.962618 -0.634925 0.15 -0.11 -0.48 -0.0183
C -4.678193 5.096226 2.649016 -0.19 -0.04 0.15 -1.5917
H -0.891057 0.266561 -2.992108 1.22 0.63 2.28 0.1546
C 4.485439 4.080055 9.887339 -0.03 -0.05 0.20 -1.5940
Br -5.084093 -5.033140 -2.885002 0.18 -0.21 0.45 0.5411
H -0.580463 1.371493 -1.411161 0.57 -2.04 -1.06 0.1244
Br -3.426197 -2.514365 -4.716087 0.50 0.02 -0.34 0.5753
H 0.711482 2.982473 -2.147272 2.26 -1.16 -0.04 0.1351
C -8.135915 4.783004 -1.143916 -0.16 0.16 0.12 -1.6325
H -7.596005 11.154469 -0.160728 -0.07 -0.41 -0.31 -0.0233
H 3.805098 7.764156 -3.416587 -0.08 -0.50 0.01 -0.0198
Br 2.152982 6.310726 -4.593600 0.37 0.01 0.31 0.5600
H 1.802586 -0.121454 -1.199602 -0.51 0.88 -1.76 0.1462
Br 3.267010 6.170632 -1.573089 0.09 0.13 -0.45 0.5413
C 1.317234 0.173562 -2.224282 -0.79 -0.77 -0.53 -0.2494
Br -8.378190 8.818382 0.237052 0.13 0.33 -0.24 0.5348
H 4.294126 7.880108 6.826307 -0.02 -0.16 -0.46 -0.0339
H -0.839714 -6.691358 2.740375 0.22 0.18 -0.37 -0.0091
H 5.193500 -7.192050 3.493545 0.14 0.31 -0.29 -0.0631
H -3.434255 0.052683 -10.966856 0.51 -0.04 -0.01 -0.0186
Br 7.248688 5.146090 2.916017 -0.30 0.06 -0.51 0.5543
Br 3.031627 -8.260684 5.470771 -0.07 -0.31 -0.27 0.5647
C 2.484212 -9.899891 4.577756 -0.12 -0.25 0.13 -1.5781
Br -1.559835 0.983283 -9.607489 -0.09 -0.15 -0.38 0.5267
C 1.023447 -5.364979 -1.752309 1.05 0.63 1.43 -0.3231
H -2.758076 -3.733326 -6.788537 0.16 0.34 0.29 -0.0155
H 6.252542 6.649855 1.191579 -0.11 -0.47 0.11 -0.0142
Br -10.018456 4.791561 -1.633965 0.54 -0.03 0.10 0.5764
C 6.055274 5.604158 1.449704 0.15 0.20 0.01 -1.5708
H -5.148499 4.332632 3.277316 0.19 0.31 -0.28 -0.0509
H 2.158477 3.586589 -0.150625 0.56 -2.29 -1.11 0.0681
C -0.764716 -0.972696 -1.075209 2.70 0.56 -0.13 -0.2621
F -4.828488 -0.047069 1.526272 4.71 1.41 2.44 0.0612
Br 0.397577 -3.022841 6.722782 0.08 0.22 -0.45 0.5820
H 2.483442 -1.316170 -3.679575 -2.07 0.04 1.27 0.1456
C 1.423328 -1.177941 -3.203852 -0.47 2.62 -1.21 -0.0798
Br -9.429471 0.329978 1.787096 0.39 0.26 0.30 0.5718
Br -1.724299 -1.512012 -7.262262 -0.09 -0.40 0.54 0.5182
O -3.080680 -2.179143 0.120872 4.28 14.27 4.64 -0.8842
Br 1.339418 -9.542132 3.046211 0.35 -0.14 0.36 0.5392
Br -1.213044 -4.632818 1.380185 0.87 -0.90 0.55 0.5936
H 3.669963 -4.916666 -3.963490 -1.20 1.64 1.40 0.0502
C 3.652415 6.679870 -3.410565 0.04 0.24 -0.06 -1.5840
H -1.111081 -2.048265 -3.097331 0.84 -0.49 2.01 0.0856
H 3.725366 -4.266132 -2.146951 -0.38 0.35 -2.41 0.0442
Br -5.142552 6.824459 3.411721 0.14 -0.45 -0.25 0.5792
Br 6.424252 4.547001 -0.141036 -0.07 0.17 0.40 0.5346
Br 1.759245 -2.615280 3.830681 -0.29 0.31 0.30 0.5090
C -3.574389 0.353715 2.206805 -1.70 1.35 2.32 -0.1405
Br -7.097172 6.009429 -2.239830 -0.27 -0.38 0.21 0.5298
N 0.921950 -2.354305 -2.394473 0.93 0.88 3.26 -0.3185
C -7.755053 10.312155 -0.842077 -0.01 0.19 0.09 -1.5954
O -3.366936 -0.067910 -1.313530 3.76 -2.31 4.21 -0.3044
Br -0.651017 -3.967288 -5.472238 -0.69 0.56 -0.18 0.5548
H -8.072430 5.144030 -0.112094 -0.03 -0.17 -0.43 -0.0703
Br -7.902743 0.398329 4.624159 -0.02 0.21 -0.45 0.5674
F -3.384306 -0.454186 3.438986 -1.56 3.01 -4.60 -0.0718
C 7.350875 -4.711181 -1.690763 0.08 -0.24 0.23 -1.5964
Br 4.185864 5.491917 1.975861 0.38 -0.02 -0.11 0.5143
Br 5.269382 8.745508 4.698571 -0.26 -0.34 0.20 0.5590
H -7.038993 0.809043 2.319252 -0.46 0.17 0.22 -0.0549
H 3.921472 3.641495 10.717178 0.25 0.21 -0.40 -0.0231
H 0.902636 -0.930522 5.460066 -0.19 -0.44 -0.15 -0.0178
H 0.641393 -0.999371 -4.065930 1.72 -0.59 1.52 0.1538
C 5.663806 -6.428456 2.865245 0.11 -0.16 0.24 -1.5836
H 1.397748 -2.286393 -1.444873 -0.54 0.18 -1.09 0.1629
Br 6.629630 -4.928091 -3.484344 0.34 0.06 0.33 0.5877
C 1.826079 2.565607 -2.162689 0.53 1.89 0.63 -0.2274
Br -1.839963 0.628632 -12.798138 -0.08 -0.20 0.54 0.5730
H 1.821372 -5.180127 -0.886499 -1.85 -0.73 -1.43 0.0530
H 1.994737 1.720788 0.062470 0.85 1.45 -1.44 0.0707
Br -8.027470 3.049958 2.797283 -0.06 -0.45 0.10 0.5633
Br -5.399438 4.879316 0.855435 0.55 0.16 0.57 0.5480
C 4.230638 7.519082 5.794486 0.07 -0.02 0.22 -1.5871
Br -1.243310 -1.571516 4.359455 1.23 -1.02 1.91 0.7701
Br 5.199447 -4.700223 3.627951 0.05 -0.41 -0.24 0.5417
C 3.321822 -4.056768 -3.246723 0.83 0.71 1.98 -0.3184
C 2.445066 2.538549 -0.645184 0.08 1.07 0.33 -0.1058
C -7.970157 1.105583 2.813240 0.14 -0.15 -0.15 -1.5974
O 1.951508 1.307357 -2.913473 -1.38 -1.20 2.08 -0.1476
Br 4.942560 -6.645366 1.071664 0.19 0.06 0.29 0.5332
Br -0.247483 -7.573204 0.482298 0.23 0.08 0.73 0.5578
Br 2.348099 7.527639 5.304437 0.46 -0.04 0.07 0.5473
C -3.939300 -5.390898 -1.353456 -0.69 -1.32 0.25 -1.4681
S -2.455385 -0.811812 -0.282749 -4.29 0.45 -4.52 0.9437
Br 9.268440 -5.034087 -1.637741 -0.60 0.16 -0.06 0.5821
H 1.231583 -6.447154 -2.211047 -0.46 2.67 0.63 0.0919
Br -7.390927 2.986138 -1.163823 -0.28 0.28 -0.21 0.5099
H 0.038919 -1.039241 -0.198915 -1.97 -0.13 -1.44 0.1555
H 2.451503 3.382061 -2.764352 -1.37 -2.03 1.15 0.1152
Br -3.391884 -3.751692 -0.460442 -3.14 -10.00 -5.79 0.8434
C -2.347941 -0.057015 -11.050003 -0.27 -0.04 -0.14 -1.5886
C -2.215085 0.205882 1.301950 3.43 1.38 1.66 -0.1841
C -0.275747 -6.252798 1.910537 0.29 -0.06 0.43 -1.4968
Br -9.091120 10.875058 -2.139076 0.37 -0.22 0.33 0.5634
Br 5.299626 5.870724 -4.055633 -0.46 0.13 0.20 0.5577
P 1.394082 -3.959524 -3.049509 0.62 -3.74 -2.57 0.8587
F -1.574852 1.538004 1.008985 -2.33 -4.40 0.83 0.0030
Br 4.513703 2.759649 8.459100 0.02 0.33 0.30 0.5338
H 1.887659 -10.471610 5.296288 0.28 0.28 -0.31 -0.0201
Br 6.272201 4.463033 10.554414 -0.48 -0.08 -0.25 0.5640
Br 3.548143 5.700035 9.356987 0.19 -0.37 0.15 0.5464
H 3.801504 -3.052049 -3.608611 -0.96 -1.96 0.60 0.0467
Br 4.975628 5.722215 5.774579 -0.26 0.50 0.04 0.4909
Br -1.953341 -1.953691 -10.873786 -0.05 0.48 -0.20 0.5369
H 6.880569 -5.474775 -1.062463 0.19 0.34 -0.25 -0.0702
Br -6.043388 9.932094 -1.684623 -0.43 0.04 0.18 0.5407
H -0.996329 -3.272460 -1.647307 0.95 1.91 -0.67 0.0879
C 0.508812 -1.900174 5.138036 -0.09 0.16 0.29 -1.5413
F -1.194182 -0.558787 2.107021 -3.29 2.97 -3.93 -0.1906
Br -2.760628 4.773321 2.702037 -0.37 0.23 -0.05 0.5828
Br 7.581371 -6.751362 2.918268 -0.56 0.16 -0.09 0.5840
H -0.072453 -5.314458 -1.339770 2.23 -0.09 -0.89 -0.0774
Br 1.511014 -5.869821 2.577612 -0.41 -0.17 -0.34 0.4781
H 3.636899 2.511063 -0.616238 -2.69 -0.19 -0.25 0.0918
C -0.310542 0.372541 -1.957433 -0.49 -0.76 -0.30 -0.0692
Br 4.010035 -11.007065 4.098005 -0.39 0.38 0.08 0.5729
F -3.666190 1.801185 2.610522 0.01 -5.47 -1.44 -0.0045
```
Forces are in eV/Å.

The value obtained for the HOMO energy is -11.095 eV. The HOMO-LUMO gap is 7.65 eV. Its charge is +1.